Entry 1:
The following is a quantum chemistry calculation of a gas-phase ion, C26H26ClN2O (charge +1) at a distorted geometry, from the OMol25 dataset.

Structure (XYZ):
```
56
Properties=species:S:1:pos:R:3:forces:R:3
C -4.44230 -2.87878 -0.22268 0.2 -0.1 0.2
C -5.25396 -1.62044 -0.57632 -0.1 0.1 -0.2
C -4.26711 -0.44978 -0.62609 -0.2 0.4 0.2
N -2.95177 -1.04302 -0.47070 -0.3 0.0 -0.1
C -1.83876 -0.32346 -0.66015 1.3 -0.3 0.2
C -0.56802 -0.78357 -0.45970 -1.2 -0.1 -0.2
C 0.62743 -0.02814 -0.95245 0.7 -0.7 -0.9
C 1.86144 -0.93038 -1.12798 -0.8 0.2 -0.2
C 2.58387 -0.82172 -2.31751 0.2 -0.1 0.2
C 3.63407 -1.69887 -2.58169 0.0 0.1 0.2
C 3.94207 -2.70416 -1.65785 -0.1 0.0 -0.1
C 3.19866 -2.83108 -0.48317 -0.1 0.4 0.1
C 2.16604 -1.92332 -0.20445 0.4 -0.4 -0.1
C -2.95365 -2.47491 -0.23930 0.0 -0.3 0.1
H -4.71138 -3.23851 0.77404 0.0 0.0 -0.2
H -4.62112 -3.68345 -0.94008 0.0 0.1 0.2
H -5.73265 -1.73106 -1.55298 0.0 0.0 0.2
H -6.02540 -1.42292 0.16966 0.0 -0.1 -0.2
H -4.32767 0.10728 -1.57377 0.0 -0.2 0.2
H -4.45239 0.27120 0.18740 0.0 -0.2 -0.2
H -2.00668 0.71093 -0.98767 0.0 -0.4 -0.1
H -0.42189 -1.78152 -0.04563 0.0 0.3 -0.2
H 0.40052 0.37558 -1.95514 0.2 -0.2 0.2
H 2.29885 -0.05145 -3.04027 0.1 -0.3 0.1
H 4.19091 -1.59202 -3.51363 -0.1 -0.2 0.3
H 4.75460 -3.39965 -1.86928 -0.2 0.2 0.1
H 3.40833 -3.62927 0.23122 0.0 0.2 -0.3
H 1.59146 -2.00222 0.72175 0.2 -0.1 -0.3
H -2.45841 -2.72736 0.71357 -0.1 0.1 -0.2
H -2.40663 -3.01542 -1.03248 0.0 0.4 0.1
Cl 6.09879 1.55820 0.33831 -0.1 -0.1 0.0
C 4.61772 2.03482 -0.38139 -0.4 0.3 -0.3
C 4.60193 2.96002 -1.42413 -0.5 -0.2 0.4
C 3.35879 3.36522 -1.90939 0.0 -0.1 -0.1
C 2.20240 2.80952 -1.40424 -0.2 -0.3 0.1
N 2.22703 1.86327 -0.43476 0.6 0.1 -0.2
C 0.89190 1.19241 -0.09977 1.1 1.1 0.8
C 0.84987 0.90078 1.39292 0.3 -0.2 1.7
C -0.36837 1.23884 2.18285 -0.5 0.3 0.1
C -0.38623 0.82583 3.52781 -0.2 -0.1 -0.2
C -1.55441 0.92697 4.27876 0.0 0.2 -0.2
C -2.71453 1.47063 3.70638 0.3 -0.1 -0.1
C -2.68057 1.95617 2.39309 0.2 0.1 0.0
C -1.50238 1.88288 1.64997 0.2 -0.4 0.2
O 1.79352 0.37918 1.98341 -0.7 0.4 -1.1
C 3.43046 1.48809 0.09022 -0.3 0.1 -0.4
H 5.53479 3.34642 -1.80922 0.0 0.1 -0.1
H 3.26109 4.10103 -2.70173 0.1 -0.1 0.1
H 1.20964 3.07186 -1.77126 0.4 0.0 0.1
H 0.15271 1.95160 -0.35852 0.1 -0.1 0.2
H 0.51874 0.39868 3.96159 -0.3 0.1 -0.2
H -1.55166 0.58012 5.31114 -0.1 0.1 -0.2
H -3.63331 1.53692 4.29196 0.3 0.0 -0.2
H -3.56940 2.40352 1.94181 0.3 -0.1 0.2
H -1.45872 2.31312 0.64760 -0.3 -0.2 0.3
H 3.45172 0.76540 0.88987 -0.3 -0.1 -0.1
```
Forces are in eV/Å.

The max |F| is 0.0346 hartree/bohr. Its lowest unoccupied orbital energy is -3.931 eV. The total charge is +1. Its HOMO-LUMO gap is 6.18 eV. As for the highest occupied orbital energy: -10.1157 eV. As for the energy above the lowest of the compared OMol25 structures with the same formula, charge and spin: 0.0 kJ/mol.

***

Entry 2:
The following is a quantum chemistry calculation of a molecular structure, C23H45BrO5S at a distorted geometry, from the OMol25 dataset.

Structure (XYZ):
```
75
Properties=species:S:1:pos:R:3:forces:R:3
C 1.84153 -1.33485 3.70740 -0.5 0.2 -0.1
C 1.19387 -1.18185 2.32073 -0.9 1.9 1.0
C -0.32130 -1.39067 2.23781 0.2 0.2 0.4
C -1.27667 -0.39078 2.97743 -0.3 -0.3 -0.1
Br -0.35861 1.03820 4.00114 0.0 0.1 0.0
O -2.08453 0.20843 2.01879 0.2 0.0 0.0
C -1.29058 0.18806 0.82357 0.3 0.1 -0.1
C -1.98613 0.88166 -0.34390 -0.4 0.0 0.3
C -1.43483 2.29035 -0.61047 0.1 0.1 0.3
C -2.17716 3.45346 0.06919 0.2 -0.2 0.1
C -1.95459 4.78676 -0.66134 -0.1 0.1 0.0
C -0.77134 5.61121 -0.11180 0.0 0.1 0.0
C 0.43515 5.74685 -1.04697 0.1 0.0 0.0
C 0.94746 4.41270 -1.59024 0.2 -0.1 0.0
C 1.70210 3.60563 -0.52049 -0.1 -0.1 -0.1
C 1.69412 2.07921 -0.74973 0.3 -0.1 -0.2
C 3.00510 1.46606 -1.27662 0.0 0.0 -0.1
C 3.49591 0.26171 -0.47031 -0.1 -0.1 0.0
C 2.45210 -0.83514 -0.34977 0.1 0.0 -0.4
O 2.93464 -1.81526 0.54824 0.8 -0.4 -0.5
C 2.02180 -2.86260 0.80049 1.5 -3.9 -3.1
C -0.83342 -1.27835 0.78342 -0.5 0.1 -0.2
C -1.95508 -2.29704 0.52161 0.2 -0.1 -0.1
C -2.31509 -2.53556 -0.95206 0.2 -0.1 0.1
C -1.37938 -3.55592 -1.62051 -0.1 -0.1 0.2
C -1.82797 -5.00000 -1.35222 0.1 0.2 0.1
S -1.01214 -6.12514 -2.44679 -0.1 0.1 0.0
O 0.31716 -6.36289 -1.95881 -0.1 0.1 -0.2
O -1.27920 -5.73680 -3.79632 0.2 -0.2 0.4
O -1.85609 -7.45353 -2.18164 0.0 -0.1 -0.1
H 1.11298 -1.66239 4.45575 0.1 -0.1 0.0
H 2.23521 -0.38859 4.07874 0.1 -0.1 -0.1
H 2.65608 -2.05973 3.67630 0.1 -0.1 0.0
H 1.46979 -0.22969 1.85301 -0.2 0.1 0.6
H 1.61704 -1.95998 1.67117 -2.4 4.9 3.5
H -0.52955 -2.38853 2.64107 -0.1 0.0 0.0
H -1.92077 -0.86848 3.71186 0.1 0.1 0.1
H -0.38151 0.76813 1.05026 -0.1 0.0 -0.1
H -3.05447 0.94759 -0.10581 0.0 -0.1 -0.1
H -1.90451 0.27777 -1.24555 0.1 0.0 0.0
H -1.37700 2.47473 -1.68913 -0.3 -0.1 0.1
H -0.39639 2.30009 -0.25738 -0.7 0.2 -0.2
H -3.23950 3.21585 0.18126 0.0 0.1 -0.2
H -1.78668 3.56121 1.08962 -0.2 -0.1 0.0
H -1.79290 4.57487 -1.72555 -0.1 0.1 0.1
H -2.86695 5.38863 -0.61405 0.1 -0.1 0.1
H -0.43026 5.16985 0.83176 -0.1 0.0 -0.1
H -1.11445 6.61958 0.14210 0.1 -0.1 0.0
H 1.24701 6.22323 -0.48131 -0.1 0.0 -0.1
H 0.19890 6.43053 -1.87117 -0.1 -0.1 0.0
H 1.59881 4.59809 -2.45217 0.0 -0.1 0.1
H 0.11452 3.80271 -1.95510 0.2 0.3 -0.1
H 1.24044 3.81968 0.44960 0.1 0.0 0.0
H 2.73788 3.95605 -0.47203 -0.1 0.0 0.2
H 1.42275 1.58673 0.19168 0.2 0.1 -0.1
H 0.88620 1.84300 -1.45093 0.3 -0.1 0.1
H 3.78944 2.22873 -1.27618 0.0 -0.1 0.0
H 2.88261 1.15106 -2.31937 0.0 0.1 0.0
H 3.78967 0.57446 0.53714 0.0 0.0 0.0
H 4.37469 -0.16602 -0.96294 0.0 0.1 0.2
H 2.27075 -1.29257 -1.33538 0.0 0.0 0.0
H 1.49516 -0.44342 0.02465 0.5 0.0 -0.3
H 1.01877 -2.63179 0.41894 0.5 -0.7 -0.1
H 1.95171 -3.02360 1.88075 0.8 -2.2 -0.6
H 2.35841 -3.79111 0.32722 0.3 0.0 -0.3
H -0.02511 -1.40402 0.05204 -0.6 0.2 0.2
H -2.83697 -2.01335 1.10224 0.1 0.0 0.0
H -1.61138 -3.25861 0.93027 -0.1 0.1 0.1
H -2.25083 -1.60542 -1.51385 -0.2 0.0 0.0
H -3.34632 -2.89379 -1.01659 0.0 0.1 -0.1
H -1.32727 -3.39170 -2.69910 -0.1 0.0 0.1
H -0.36922 -3.42997 -1.21346 0.0 0.0 -0.2
H -2.89958 -5.14228 -1.50460 0.1 0.1 -0.1
H -1.57126 -5.33250 -0.34319 -0.1 0.0 -0.1
H -1.36279 -8.00890 -1.56239 0.0 -0.1 0.0
```
Forces are in eV/Å.

The max |F| is 0.1256 hartree/bohr. Its lowest unoccupied orbital energy is 0.299 eV. Its HOMO-LUMO gap is 10.00 eV. As for the highest occupied orbital energy: -9.6986 eV.

***

Entry 3:
The following is a quantum chemistry calculation of a molecular structure, C36H36AsI2O5PSm at a distorted geometry, from the OMol25 dataset.

Structure (XYZ):
```
82
Properties=species:S:1:pos:R:3:forces:R:3
Sm 1.48467 4.28730 1.21136 -0.6 1.7 0.3
O 3.86025 2.61969 -2.05825 -1.0 0.5 1.3
C 2.98025 3.17732 -1.21261 0.8 -2.8 3.0
O 2.81219 2.71251 -0.02373 0.2 1.3 -4.3
C 2.28557 4.32980 -1.81850 -1.6 0.8 -1.5
O 1.12524 4.85171 -1.11742 1.8 -0.7 0.6
C -0.20471 4.68873 -1.60528 -1.0 -0.4 -0.8
C -1.11022 3.78893 -0.72805 0.4 -0.1 -0.2
O -2.18820 3.45119 -1.20647 0.8 0.0 0.7
O -0.62169 3.55115 0.45072 0.4 -0.8 -1.0
H 4.32088 1.91109 -1.56445 0.0 0.3 -0.2
H 1.96642 4.00642 -2.83262 0.3 0.3 0.4
H 3.02241 5.13450 -1.92337 -0.1 0.0 0.1
H -0.22294 4.33100 -2.65311 0.1 0.2 0.5
H -0.69414 5.66431 -1.54858 0.3 0.1 -0.2
C 0.05895 2.16830 3.45352 1.0 0.6 -0.2
C 0.61347 0.82842 2.98445 0.2 1.2 -1.1
C 2.01735 1.21297 2.64079 0.8 1.7 0.5
C 2.27314 2.52621 3.04663 1.1 -3.5 -0.3
C 1.07289 3.10115 3.56856 -2.2 -1.9 0.8
H -0.98828 2.33761 3.56978 -0.4 0.1 0.5
H 0.50765 0.03840 3.75366 0.3 0.5 0.1
H 2.68131 0.59593 2.05245 0.3 0.0 0.5
H 3.27215 2.95972 3.02725 -0.2 0.2 -0.2
H 0.95925 4.04074 4.07546 -0.1 0.5 -0.1
I 4.67328 5.21997 1.23471 -0.9 -0.2 0.0
C 0.50500 6.49513 1.56353 0.4 0.7 -0.7
I -1.39357 5.81086 2.22529 -0.7 0.2 0.8
H 0.29639 6.91648 0.55369 0.1 -0.2 0.5
H 0.68445 7.37650 2.20155 0.3 -0.5 -0.2
C -0.03968 -1.83300 1.85480 0.2 0.0 -0.1
C -1.03318 -2.64773 1.03034 -0.8 -0.1 -0.5
As -0.43300 -4.48892 0.47010 0.5 0.1 0.0
C 1.26629 -4.18885 -0.52512 0.0 -0.1 0.5
C 2.40628 -4.81003 0.01524 -0.4 0.5 -0.5
C 3.58467 -4.81884 -0.73322 0.6 0.0 0.0
C 3.68064 -4.19997 -1.99474 -1.0 0.4 0.0
C 2.52317 -3.58746 -2.53156 -0.2 -0.6 1.2
C 1.33231 -3.59783 -1.78873 0.4 0.2 0.2
C -1.50653 -4.61092 -1.14543 -0.4 -0.3 -0.7
C -1.10308 -5.47655 -2.19207 -0.2 0.4 0.7
C -1.88662 -5.62229 -3.32420 -0.1 0.0 0.0
C -3.06785 -4.87970 -3.46568 0.4 0.0 0.2
C -3.43636 -3.97734 -2.47382 0.3 -0.2 0.1
C -2.68963 -3.89127 -1.29232 0.0 -0.1 0.1
P -0.30470 -0.02597 1.61555 -1.1 -0.3 0.7
C -2.03121 0.27606 2.09393 0.4 0.7 -0.2
C -2.84387 1.25930 1.51490 -0.2 -0.8 0.3
C -4.16699 1.37191 1.92862 0.0 -0.5 0.9
C -4.68683 0.61713 3.00676 1.3 -0.4 -1.0
C -3.80800 -0.30360 3.63486 -0.9 1.2 0.1
C -2.49077 -0.39959 3.22096 0.0 -0.9 0.4
C 0.09999 0.23733 -0.11242 -0.1 0.6 -1.5
C 1.41389 -0.02955 -0.57426 -0.6 0.0 -0.3
C 1.66335 -0.15993 -1.95400 -0.2 -0.3 0.1
C 0.62915 -0.09440 -2.91148 -0.6 0.3 1.5
C -0.66330 0.22830 -2.44875 0.5 0.3 0.7
C -0.92812 0.48094 -1.09282 1.5 -0.8 0.6
H 0.99735 -2.04602 1.58964 0.1 0.1 -0.3
H -0.11254 -2.13213 2.90186 -0.1 0.3 0.1
H -1.35019 -2.16599 0.09064 0.3 0.2 0.3
H -1.97203 -2.79334 1.61637 0.7 0.1 -0.4
H 2.33867 -5.26554 1.01240 0.2 0.0 -0.6
H 4.44758 -5.33431 -0.29855 -0.2 0.3 -0.3
H 4.61037 -4.14364 -2.57007 -0.3 -0.3 0.4
H 2.45801 -3.15403 -3.51537 0.5 0.1 -0.2
H 0.44584 -3.10197 -2.17701 0.1 -0.2 -0.1
H -0.16999 -6.03049 -2.09595 -0.2 0.1 -0.1
H -1.54836 -6.31239 -4.09837 -0.3 0.2 0.1
H -3.69049 -5.01861 -4.33958 0.1 0.1 -0.1
H -4.28425 -3.32236 -2.61643 -0.2 -0.2 0.1
H -3.05865 -3.30154 -0.44497 0.1 0.0 -0.6
H -2.47380 1.94284 0.77411 0.1 0.1 -0.4
H -4.76390 2.06984 1.38263 -0.5 0.4 0.0
H -5.73038 0.73497 3.28673 0.3 -0.1 0.1
H -4.12236 -0.87888 4.50236 0.0 0.1 -0.2
H -1.84762 -1.03602 3.84686 -0.2 0.1 -0.6
H 2.24479 -0.12301 0.13412 -0.4 -0.2 -0.4
H 2.67543 -0.42905 -2.25606 -0.2 0.2 0.0
H 0.76923 -0.27258 -3.97430 0.3 0.0 0.3
H -1.50127 0.30901 -3.11981 0.0 0.1 -0.3
H -1.89088 0.84397 -0.77767 -0.2 -0.2 -0.1
```
Forces are in eV/Å.

The max |F| is 0.0883 hartree/bohr. Its lowest unoccupied orbital energy (spin up / spin down) is -3.822 / -3.796 eV. The total charge is +1. The expectation value of S² is 8.778. Its HOMO-LUMO gap (spin up / spin down) is 6.39 / 6.40 eV. Its spin multiplicity is 6. As for the highest occupied orbital energy (spin up / spin down): -10.2135 / -10.1943 eV.

***

Entry 4:
The following is a quantum chemistry calculation of a molecular structure, C24H26BrN4O5STi at a distorted geometry, from the OMol25 dataset.

Structure (XYZ):
```
62
Properties=species:S:1:pos:R:3:forces:R:3
Ti 11.28546 11.60482 7.51103 0.8 0.7 0.8
Br 5.46082 11.98478 12.32216 0.6 -0.2 -0.5
C 6.78954 11.72995 10.94961 -0.8 0.3 0.4
C 6.46082 12.01910 9.62867 -0.5 0.1 0.4
C 7.40754 11.99758 8.64610 -0.7 0.4 0.1
C 8.70772 11.60699 8.88876 -1.1 -0.2 2.9
O 9.52351 11.55110 7.91910 1.1 -0.3 -1.5
C 9.07213 11.31972 10.25488 -0.8 0.2 -1.7
C 10.42035 11.03044 10.60538 1.4 -0.5 -0.3
N 11.47017 11.04915 9.81124 -1.2 0.6 1.5
C 12.80124 11.03331 10.39079 -2.0 -0.6 -0.9
C 13.10491 10.75198 11.69177 0.3 0.0 0.8
C 14.45663 10.67606 12.15804 -0.8 0.4 -1.2
C 15.41346 10.92810 11.22155 1.1 0.9 0.0
C 15.11183 11.35919 9.87848 -0.6 -0.8 1.7
C 16.12462 11.72377 9.01446 1.4 -0.5 -0.3
C 15.81728 12.11150 7.74205 -0.2 0.2 -0.6
C 14.46948 12.12271 7.33104 -0.8 -1.5 1.4
N 13.48745 11.68060 8.13337 -0.1 0.7 0.1
C 13.78008 11.36014 9.43932 1.2 0.1 -0.6
C 8.07582 11.41295 11.25239 1.0 -0.1 0.5
H 5.45488 12.31223 9.36737 -0.1 0.1 0.1
H 7.12098 12.42802 7.71671 0.1 -0.2 -0.9
H 10.49824 10.78579 11.66585 0.4 0.1 0.0
H 12.30139 10.63588 12.41465 0.2 -0.2 -0.2
H 14.69017 10.49227 13.19966 -0.1 -0.1 -0.2
H 16.47833 10.98390 11.50451 -0.6 -0.2 -0.1
H 17.15344 11.54608 9.39745 -0.7 0.6 -0.7
H 16.55944 12.32535 6.99396 0.3 0.2 0.0
H 14.12076 12.29350 6.32894 0.3 0.4 -0.3
H 8.39404 11.31509 12.28580 -0.2 -0.2 0.0
N 11.25331 13.45836 8.90220 1.6 -0.4 0.3
C 11.28123 14.75735 8.22556 0.3 0.9 0.5
C 10.95122 14.56467 6.77996 -0.5 -0.7 0.4
O 10.33967 15.40494 6.13651 1.0 -0.9 0.2
N 11.33719 13.27279 6.41167 -0.1 1.0 -1.1
C 11.24142 13.14431 4.96575 -0.5 0.7 0.2
C 10.90047 11.75362 4.64662 0.0 -2.3 -1.3
O 10.62404 11.26100 3.57243 0.2 1.0 1.0
O 11.00622 10.97026 5.73919 0.2 0.2 0.3
H 10.43169 13.26680 9.47018 0.0 0.6 -0.1
H 12.08092 13.33482 9.51466 -0.9 0.3 -0.5
H 12.27256 15.28494 8.31811 -1.0 -0.7 0.0
H 10.50577 15.40788 8.59308 -0.1 0.4 0.5
H 12.21073 13.40690 4.53603 -0.3 0.2 -0.5
H 10.40835 13.77532 4.61756 0.7 0.1 -0.3
C 14.08653 7.69018 7.86050 1.3 1.8 0.5
C 12.84582 7.30094 7.16160 -0.2 1.0 -1.1
S 11.96857 8.73150 6.46968 -0.2 -1.0 0.0
O 11.64941 9.58021 7.70610 0.2 0.5 0.2
C 10.38156 7.90220 6.13699 0.3 -0.6 -0.4
C 9.74058 7.38169 7.42154 -0.5 -0.2 0.2
H 14.85787 6.93586 7.89425 -0.2 -0.7 0.2
H 13.84724 8.04569 8.88066 0.3 -0.2 -0.5
H 14.62652 8.51104 7.32835 -0.6 -0.2 0.3
H 12.21145 6.71633 7.75310 -1.1 -0.8 0.9
H 13.02275 6.78842 6.24764 0.4 -0.8 -0.8
H 10.60089 7.16948 5.31826 -0.3 0.4 0.8
H 9.74109 8.67277 5.71723 0.2 0.2 -0.2
H 10.02894 6.39960 7.80717 0.2 0.0 -0.5
H 8.64897 7.35925 7.30236 0.3 0.0 0.0
H 9.95561 8.08031 8.22619 -0.1 0.2 0.1
```
Forces are in eV/Å.

The max |F| is 0.0601 hartree/bohr. Its lowest unoccupied orbital energy is -4.020 eV. The total charge is +1. Its HOMO-LUMO gap is 7.17 eV. As for the highest occupied orbital energy: -11.1855 eV. As for the energy above the lowest of the compared OMol25 structures with the same formula, charge and spin: 0.0 kJ/mol.

***

- The highest max |F| belongs to which entry?
  C23H45BrO5S